1.
ORCA calculation (ωB97M-V/def2-TZVPD) on one molecule with the formula C3H8FN3.

XYZ file:
```
15
Properties=species:S:1:pos:R:3:forces:R:3:lowdin_charge:R:1
C -1.100040 -2.160064 1.002783 -0.6 -1.6 0.4 -0.2513
N -1.126186 -0.672066 1.172422 2.9 0.8 -5.4 -0.0584
C -0.362050 0.034319 0.206927 0.7 -2.9 5.3 -0.3149
C 1.119368 -0.205846 -0.297063 -1.8 -5.7 4.6 -0.2419
F 1.069683 -0.422701 -1.565663 0.6 0.3 -4.9 0.0256
N -0.509460 1.328773 0.161049 -1.1 4.4 -0.9 -0.0456
N 0.499765 2.222027 -0.495964 -1.3 0.7 6.2 0.0046
H -1.783110 -2.614514 0.033895 2.0 1.4 2.7 0.1054
H -1.697329 -2.381277 1.978550 1.2 -0.7 -1.9 0.0580
H 0.014159 -2.803438 1.002845 -3.0 2.1 0.0 0.1034
H 1.526111 -1.226281 0.140098 -0.9 1.9 -0.2 0.1408
H 1.749163 0.562217 0.045326 0.8 0.7 0.0 0.0709
H -1.349055 1.777591 0.645576 1.8 -0.7 -1.2 0.1748
H 0.636694 1.955123 -1.436927 1.0 -0.4 -0.6 0.0530
H 1.283724 2.373299 0.343174 -2.2 -0.5 -4.1 0.1756
```
Positions in Å, forces in eV/Å.

Summary:
Spin multiplicity = 1
SMILES string = C/N=C(\CF)NN
LUMO = 0.581 eV
Net charge = 0

=====

2.
ORCA calculation (ωB97M-V/def2-TZVPD) on one molecule with the formula C3H8FNO.

XYZ file:
```
14
Properties=species:S:1:pos:R:3:forces:R:3:lowdin_charge:R:1
N 0.271290 0.051088 -1.434627 -0.8 0.5 -0.8 0.0643
C -0.459502 -0.094071 -0.209225 1.1 -0.8 0.1 -0.4194
C 0.341103 -0.730422 0.889514 1.6 1.6 1.3 -0.2665
O 0.644257 -2.064969 0.677131 -0.5 -1.2 0.8 -0.0383
C -0.831943 1.268225 0.199305 0.2 1.2 1.9 -0.1200
F 0.379826 2.075560 0.187852 -1.5 -0.6 0.2 -0.0913
H 0.816332 -0.728424 -1.690858 0.7 -0.7 -0.4 0.0592
H 0.768004 0.907434 -1.426979 1.0 0.4 -0.2 0.0618
H -1.259892 -0.730715 -0.514997 -1.4 -0.3 0.6 0.1430
H -0.132251 -0.571092 1.908533 0.3 -0.7 -1.2 0.1416
H 1.321515 -0.150414 0.928267 -1.0 -0.4 0.1 0.1404
H 0.900957 -2.217838 -0.224545 0.2 0.0 -0.5 0.0693
H -1.267430 1.348533 1.251137 0.6 -0.1 -1.5 0.1486
H -1.492264 1.637106 -0.540510 -0.6 1.0 -0.6 0.1073
```
Positions in Å, forces in eV/Å.

Summary:
Spin multiplicity = 1
SMILES string = N[C@@H](CO)CF
LUMO = 0.903 eV
Net charge = 0

=====

3.
ORCA calculation (ωB97M-V/def2-TZVPD) on one molecule with the formula C3H8FNS.

XYZ file:
```
14
Properties=species:S:1:pos:R:3:forces:R:3:lowdin_charge:R:1
N 0.844973 0.968807 -1.211781 -0.2 0.1 0.4 0.0137
C 1.261337 -0.194452 -0.472837 0.3 -0.8 0.2 -0.2495
C 0.035583 -0.774545 0.144094 -1.1 0.2 1.0 -0.4305
F -0.930633 -1.076458 -0.815537 0.5 -0.6 -0.5 -0.0557
C -0.660442 0.231296 1.048749 -1.3 -1.7 -0.7 -0.4809
S -2.326143 -0.371759 1.595353 0.6 0.7 -0.4 0.7146
H 0.036951 0.718194 -1.770903 0.3 0.2 -0.2 0.0824
H 1.567210 1.385891 -1.752554 0.4 0.2 -0.5 0.0651
H 1.837825 -0.008120 0.456286 0.3 0.5 -0.7 0.1293
H 1.808193 -0.974152 -1.056778 -0.3 0.5 0.3 0.1268
H 0.294018 -1.627047 0.768996 -0.2 -0.6 -0.5 0.1392
H -0.160772 0.327827 1.941611 1.5 0.3 2.0 0.0353
H -0.660410 1.154176 0.543282 -0.5 1.2 -0.3 0.0574
H -2.947689 0.240343 0.582019 -0.3 -0.2 0.0 -0.1472
```
Positions in Å, forces in eV/Å.

Summary:
Spin multiplicity = 1
SMILES string = NC[C@H](F)CS
LUMO = 0.991 eV
Net charge = 0